# 1
Formula: C54H122N6O10
Source: the Open Molecules 2025 dataset
Level of theory: wB97M-V/def2-TZVPD

LUMO = 0.1039 eV
DFT total energy = -87383.20586 eV
HOMO-LUMO gap = 8.1 eV
SMILES = CC1(C)CCCC(C)(C)N1O.CC1(C)CCCC(C)(C)N1O.CC1(C)CCCC(C)(C)N1O.CC1(C)CCCC(C)(C)N1O.CC1(C)CCCC(C)(C)N1O.CC1(C)CCCC(C)(C)N1O.O.O.O.O
Molar mass = 1015.6 g/mol
Energy above the lowest of the compared OMol25 structures with the same formula, charge and spin = 0.9242 eV
HOMO level = -8.03 eV

CARTESIAN COORDINATES (ANGSTROEM)
C (16.1606, -29.2240, 11.3239)
C (14.9341, -28.3494, 11.6212)
C (13.9389, -29.3065, 12.3603)
C (15.3350, -27.2341, 12.5858)
C (16.0782, -26.0749, 11.9030)
C (15.2839, -25.6047, 10.6767)
C (14.9031, -26.6995, 9.6783)
C (13.7711, -26.0700, 8.8177)
C (16.1345, -26.9631, 8.8165)
N (14.2846, -27.8208, 10.4307)
O (14.0179, -28.8081, 9.4531)
H (16.9817, -28.5117, 11.2318)
H (16.2852, -29.9892, 12.0861)
H (15.9942, -29.7466, 10.3799)
H (13.0031, -28.7819, 12.5771)
H (13.7804, -30.2278, 11.8031)
H (14.2623, -29.5735, 13.3696)
H (14.5004, -26.7415, 13.0966)
H (16.0016, -27.6083, 13.3655)
H (16.4674, -25.2703, 12.5283)
H (17.0423, -26.5246, 11.6114)
H (15.9258, -24.8697, 10.1857)
H (14.4512, -25.0558, 11.1270)
H (13.5424, -26.7374, 7.9864)
H (13.9899, -25.0559, 8.4861)
H (12.8542, -25.9984, 9.4066)
H (15.9110, -27.6068, 7.9624)
H (16.8560, -27.5106, 9.4278)
H (16.5964, -26.0630, 8.4173)
H (13.0704, -28.9787, 9.4920)
C (20.7564, -25.9686, 11.7984)
C (21.0153, -27.2755, 12.5532)
C (21.0932, -27.0727, 14.0637)
C (19.7338, -28.0988, 12.2386)
C (19.7214, -29.5882, 12.5743)
C (20.9248, -30.1517, 11.8148)
C (22.2811, -29.4886, 12.1074)
C (22.7724, -30.0153, 13.4872)
C (23.2953, -29.8996, 11.0347)
N (22.1414, -28.0356, 12.0018)
O (23.3719, -27.3831, 12.2621)
H (19.7753, -25.5422, 12.0098)
H (21.5651, -25.2645, 12.0117)
H (20.7163, -26.1181, 10.7161)
H (21.3575, -27.9976, 14.5727)
H (21.7534, -26.2302, 14.2879)
H (20.1610, -26.7338, 14.5284)
H (19.0155, -27.5410, 12.8521)
H (19.3947, -27.9373, 11.2109)
H (19.7561, -29.7317, 13.6505)
H (18.7673, -29.8503, 12.1190)
H (20.7206, -30.1137, 10.7422)
H (20.9980, -31.1906, 12.1526)
H (23.3774, -30.9010, 13.2936)
H (21.9447, -30.3362, 14.1239)
H (23.3192, -29.2505, 14.0376)
H (24.2899, -29.6048, 11.3751)
H (22.9824, -29.4461, 10.0917)
H (23.4217, -30.9639, 10.8188)
H (23.6080, -27.0098, 11.4057)
C (26.4060, -32.8144, 5.0786)
C (25.6696, -31.9662, 6.1247)
C (24.1536, -32.1468, 5.9063)
C (26.0684, -32.6201, 7.4688)
C (25.7048, -31.7773, 8.7070)
C (26.3607, -30.4042, 8.5739)
C (26.0274, -29.7040, 7.2669)
C (24.6134, -29.0640, 7.3380)
C (26.9534, -28.5134, 7.0800)
N (26.2059, -30.6207, 6.1024)
O (25.9144, -30.0027, 4.8627)
H (26.2399, -33.8801, 5.2453)
H (26.1337, -32.5428, 4.0603)
H (27.4801, -32.6941, 5.2425)
H (23.6793, -31.8259, 4.9816)
H (23.8056, -33.1566, 6.1413)
H (23.6569, -31.6052, 6.7253)
H (25.5578, -33.5750, 7.6312)
H (27.1234, -32.8976, 7.5151)
H (24.6206, -31.6493, 8.7111)
H (26.0096, -32.2919, 9.6176)
H (27.4247, -30.3588, 8.8276)
H (25.9779, -29.8386, 9.4344)
H (24.5804, -28.0351, 7.6915)
H (23.9306, -29.6492, 7.9617)
H (24.1713, -29.0977, 6.3381)
H (27.9795, -28.8548, 6.8552)
H (27.1011, -28.0742, 8.0660)
H (26.7780, -27.8950, 6.2006)
H (26.6845, -29.4371, 4.7293)
C (18.6207, -28.2695, 5.3843)
C (19.3692, -29.5639, 5.7076)
C (20.0393, -30.0907, 4.4404)
C (20.4975, -29.2734, 6.7427)
C (19.9863, -29.2070, 8.1643)
C (19.4268, -30.5654, 8.5695)
C (18.2010, -30.8196, 7.6587)
C (17.9000, -32.3266, 7.8941)
C (16.9802, -30.0301, 8.2017)
N (18.4335, -30.5945, 6.2454)
O (17.2993, -30.8099, 5.4198)
H (19.2520, -27.5657, 4.8398)
H (17.6589, -28.3677, 4.8844)
H (18.4189, -27.7494, 6.3290)
H (20.5387, -31.0586, 4.5052)
H (19.2771, -30.3823, 3.7060)
H (20.6130, -29.2720, 4.0077)
H (21.2404, -30.0734, 6.7910)
H (20.9306, -28.3152, 6.4518)
H (20.6721, -28.8828, 8.9567)
H (19.2351, -28.4084, 8.2462)
H (19.0423, -30.5368, 9.5911)
H (20.1876, -31.3484, 8.5828)
H (18.8284, -32.8507, 7.6602)
H (17.0659, -32.6504, 7.2722)
H (17.7246, -32.5336, 8.9505)
H (16.5754, -29.3283, 7.4596)
H (17.2212, -29.3799, 9.0404)
H (16.1497, -30.7320, 8.2695)
H (16.8931, -29.9304, 5.4706)
C (22.9769, -35.6008, 8.5010)
C (22.1135, -34.9479, 9.5897)
C (22.5536, -33.4980, 9.8160)
C (20.6632, -34.8767, 9.1020)
C (19.5463, -34.6774, 10.1022)
C (19.6700, -35.7544, 11.1611)
C (21.0763, -35.8316, 11.7913)
C (21.2597, -34.6494, 12.7381)
C (21.1529, -37.1107, 12.6135)
N (22.1480, -35.8658, 10.7483)
O (23.4179, -35.9581, 11.3739)
H (22.5803, -36.6145, 8.4108)
H (22.9621, -35.0369, 7.5709)
H (24.0041, -35.7426, 8.8435)
H (23.5757, -33.4833, 10.2135)
H (22.5499, -32.9836, 8.8564)
H (21.9833, -33.0002, 10.5985)
H (20.5249, -34.1503, 8.2942)
H (20.4652, -35.8138, 8.5648)
H (19.5452, -33.6897, 10.5722)
H (18.6099, -34.7989, 9.5561)
H (19.3204, -36.7141, 10.7624)
H (18.8868, -35.6408, 11.9201)
H (22.1922, -34.6251, 13.3012)
H (20.4735, -34.6455, 13.4976)
H (21.1264, -33.7378, 12.1558)
H (22.1627, -37.2368, 13.0005)
H (20.8701, -38.0050, 12.0456)
H (20.4103, -37.1938, 13.4109)
H (23.7492, -36.7714, 10.9776)
C (17.8469, -21.6532, 13.3656)
C (19.2959, -21.2151, 13.2061)
C (20.2202, -22.4321, 13.3127)
C (19.6181, -20.6859, 11.7859)
C (18.8916, -19.3309, 11.6272)
C (19.2406, -18.2673, 12.6621)
C (19.6058, -18.7628, 14.1188)
C (21.0056, -18.2152, 14.5332)
C (18.5017, -18.3548, 15.0794)
N (19.7332, -20.2231, 14.1715)
O (19.6901, -20.7453, 15.5074)
H (17.7209, -22.6944, 13.6773)
H (17.2454, -21.0420, 14.0364)
H (17.2788, -21.6896, 12.4266)
H (19.8124, -23.2320, 12.6827)
H (21.2286, -22.3036, 12.9175)
H (20.2847, -22.9131, 14.2913)
H (20.6782, -20.4633, 11.6670)
H (19.2190, -21.3976, 11.0664)
H (19.0297, -19.0009, 10.5962)
H (17.8399, -19.6098, 11.7361)
H (18.2905, -17.7411, 12.7620)
H (20.0161, -17.5678, 12.3588)
H (21.3022, -18.4894, 15.5486)
H (21.1427, -17.1332, 14.5004)
H (21.6994, -18.7203, 13.8588)
H (18.3604, -17.2704, 15.1431)
H (18.5685, -18.6404, 16.1282)
H (17.5704, -18.8013, 14.7188)
H (20.6400, -20.8641, 15.6258)
O (18.2825, -30.5897, 15.5021)
H (18.5637, -29.8708, 16.0794)
H (17.8309, -31.2084, 16.0864)
O (25.1481, -32.9106, 12.8027)
H (25.0696, -33.4808, 13.5750)
H (24.6440, -33.3649, 12.1155)
O (25.3102, -25.8758, 14.4496)
H (25.1713, -25.0113, 14.0488)
H (24.8011, -26.4776, 13.8931)
O (24.6328, -24.7837, 11.3653)
H (24.1629, -24.3820, 10.6252)
H (25.5366, -24.8972, 11.0477)



# 2
Formula: C54H124N4O10
Source: the Open Molecules 2025 dataset
Level of theory: wB97M-V/def2-TZVPD

LUMO = 0.2642 eV
DFT total energy = -84433.63331 eV
HOMO-LUMO gap = 8.1 eV
SMILES = CC1(C)CCCC(C)(C)N1O.CC1(C)CCCC(C)(C)N1O.CC1(C)CCCC(C)(C)N1O.CC1(C)CCCC(C)(C)N1O.CC(C)O.CC(C)O.CC(C)O.CC(C)O.CC(C)O.CC(C)O
Molar mass = 989.6 g/mol
Energy above the lowest of the compared OMol25 structures with the same formula, charge and spin = 7.4508 eV
HOMO level = -7.84 eV

CARTESIAN COORDINATES (ANGSTROEM)
C (2.7635, 5.4292, 1.0176)
C (3.8013, 4.3133, 0.8775)
C (4.9836, 4.3323, 1.8582)
C (3.0402, 2.9304, 1.1981)
C (3.7834, 1.6611, 0.5980)
C (3.8855, 1.9888, -0.9352)
C (4.8322, 3.1868, -1.2969)
C (6.2436, 2.7072, -1.1649)
C (4.4355, 3.5384, -2.7627)
N (4.3539, 4.4522, -0.4750)
O (5.1753, 5.5222, -0.6502)
H (3.1555, 6.4139, 0.7631)
H (2.0132, 5.3149, 0.2353)
H (2.2467, 5.5556, 1.9690)
H (5.7721, 3.5846, 1.7725)
H (5.4671, 5.3075, 1.9166)
H (4.5457, 4.1986, 2.8474)
H (3.0955, 2.6899, 2.2598)
H (2.0339, 2.9968, 0.7844)
H (4.7354, 1.4592, 1.0890)
H (3.3303, 0.7240, 0.9214)
H (2.8988, 2.2924, -1.2848)
H (4.2302, 1.0651, -1.4001)
H (6.9579, 3.4691, -1.4771)
H (6.3761, 1.7727, -1.7100)
H (6.4782, 2.5048, -0.1199)
H (4.2504, 2.6982, -3.4321)
H (5.1696, 4.2106, -3.2069)
H (3.5333, 4.1217, -2.9467)
H (4.9647, 6.0350, -1.4338)
C (1.4026, -0.7140, -2.2598)
C (0.0276, -0.0626, -2.5920)
C (-0.1090, 0.4902, -4.1064)
C (-1.0254, -1.2051, -2.6517)
C (-1.4857, -1.6751, -1.2429)
C (-2.1335, -0.4712, -0.4689)
C (-1.0751, 0.7449, -0.3284)
C (-1.8418, 2.0087, 0.1745)
C (-0.0644, 0.3733, 0.7907)
N (-0.4628, 0.9784, -1.6245)
O (0.3730, 2.0897, -1.6941)
H (1.3558, -1.1441, -1.2594)
H (1.8002, -1.5176, -2.8796)
H (2.1464, 0.0559, -2.0541)
H (0.7677, 1.0649, -4.4053)
H (-0.2583, -0.1906, -4.9445)
H (-0.9636, 1.1661, -4.1332)
H (-1.8985, -0.9728, -3.2615)
H (-0.6120, -2.0786, -3.1558)
H (-2.2222, -2.4647, -1.3920)
H (-0.7315, -2.1181, -0.5925)
H (-2.3184, -0.9193, 0.5073)
H (-3.0250, -0.0585, -0.9412)
H (-2.6200, 2.3232, -0.5210)
H (-1.1151, 2.8156, 0.2693)
H (-2.3058, 1.7892, 1.1361)
H (0.6030, -0.4039, 0.4183)
H (-0.5800, 0.2080, 1.7367)
H (0.6437, 1.1953, 0.8955)
H (-0.1798, 2.7032, -2.1836)
C (-1.3477, 4.0251, 3.5888)
C (-0.9349, 3.0190, 4.6942)
C (-1.8690, 1.7542, 4.5806)
C (0.5551, 2.4968, 4.4485)
C (1.7522, 3.5077, 4.7249)
C (1.5781, 4.0697, 6.1180)
C (0.1288, 4.5926, 6.5158)
C (0.1866, 4.5851, 8.0113)
C (-0.1834, 6.1227, 6.0387)
N (-0.9126, 3.5624, 6.0687)
O (-2.2164, 3.9654, 6.5202)
H (-2.4086, 4.2257, 3.7377)
H (-0.7971, 4.9575, 3.7139)
H (-1.2527, 3.5265, 2.6242)
H (-1.7119, 1.0568, 5.4035)
H (-2.9403, 1.9184, 4.6972)
H (-1.5432, 1.2263, 3.6844)
H (0.7442, 1.5612, 4.9747)
H (0.6151, 2.3452, 3.3707)
H (2.6651, 2.9156, 4.7880)
H (1.8689, 4.3133, 4.0000)
H (2.2135, 4.9541, 6.1647)
H (1.9809, 3.4380, 6.9097)
H (0.3149, 3.5453, 8.3120)
H (-0.7753, 4.8890, 8.4242)
H (0.9915, 5.2041, 8.4077)
H (0.5850, 6.4195, 5.3249)
H (0.0301, 6.7234, 6.9228)
H (-1.2236, 6.2895, 5.7589)
H (-2.4263, 3.4555, 7.3061)
C (1.1516, -0.9298, 4.3588)
C (1.5782, -2.3577, 4.4214)
C (3.1752, -2.5612, 4.2083)
C (1.1546, -3.0143, 5.7417)
C (-0.3071, -3.2915, 6.0389)
C (-0.7481, -4.2403, 4.8548)
C (-0.4107, -3.6525, 3.4499)
C (-0.5372, -4.8417, 2.5126)
C (-1.4475, -2.5947, 3.0777)
N (0.9396, -3.1695, 3.2994)
O (1.3821, -2.9763, 2.0280)
H (1.2755, -0.5120, 3.3597)
H (0.1392, -0.7162, 4.7015)
H (1.8856, -0.3762, 4.9443)
H (3.4956, -1.9858, 3.3397)
H (3.8924, -2.1728, 4.9315)
H (3.3174, -3.6419, 4.2113)
H (1.6986, -3.9442, 5.9074)
H (1.5539, -2.3071, 6.4688)
H (-0.3910, -3.8018, 6.9984)
H (-0.9789, -2.4368, 5.9601)
H (-1.8086, -4.4881, 4.8994)
H (-0.3271, -5.2234, 5.0656)
H (-1.5527, -5.2213, 2.6250)
H (0.1021, -5.6697, 2.8189)
H (-0.3374, -4.5284, 1.4879)
H (-0.9646, -1.6483, 2.8344)
H (-2.0954, -2.4537, 3.9428)
H (-2.0343, -2.8853, 2.2063)
H (1.6925, -3.8750, 1.8951)
C (0.5821, -5.6087, -1.0060)
C (1.6139, -5.6019, -2.1717)
C (2.9355, -4.9341, -1.7773)
O (1.9277, -6.9238, -2.5327)
H (0.1847, -4.6019, -0.8772)
H (1.0612, -5.8907, -0.0684)
H (-0.2790, -6.2734, -1.0752)
H (1.2161, -5.0873, -3.0464)
H (3.5766, -5.5377, -1.1349)
H (2.6839, -3.9798, -1.3146)
H (3.5022, -4.7377, -2.6874)
H (2.5523, -7.2134, -1.8637)
C (-7.1886, -1.1751, 1.6324)
C (-6.4875, -0.0726, 2.3572)
C (-5.0871, 0.2448, 1.7556)
O (-7.2695, 1.1316, 2.5369)
H (-6.5800, -2.0787, 1.5972)
H (-7.3638, -1.0079, 0.5697)
H (-8.1819, -1.4086, 2.0157)
H (-6.1353, -0.3902, 3.3386)
H (-4.5398, -0.6840, 1.5948)
H (-4.5263, 0.9263, 2.3953)
H (-5.0626, 0.6328, 0.7373)
H (-6.8815, 1.7603, 3.1499)
C (3.9607, -1.0585, -5.7178)
C (4.7020, -2.3439, -6.1313)
C (4.6521, -3.3672, -4.9925)
O (3.9071, -2.8405, -7.2379)
H (4.0751, -0.2412, -6.4298)
H (4.2666, -0.5948, -4.7800)
H (2.9116, -1.2538, -5.4956)
H (5.7361, -2.0973, -6.3717)
H (4.8414, -2.8645, -4.0440)
H (5.4430, -4.1008, -5.1487)
H (3.6582, -3.8138, -5.0227)
H (4.1115, -3.7780, -7.2681)
C (-4.9601, 1.7709, -3.9420)
C (-4.8451, 3.0021, -3.0094)
C (-3.5735, 3.8520, -3.2226)
O (-6.0817, 3.7322, -3.0713)
H (-4.1704, 1.0370, -3.7811)
H (-4.9337, 2.0640, -4.9915)
H (-5.9632, 1.3461, -3.9037)
H (-4.6299, 2.7460, -1.9719)
H (-2.6247, 3.3748, -2.9772)
H (-3.5793, 4.8807, -2.8622)
H (-3.4637, 3.8643, -4.3070)
H (-6.8038, 3.1348, -2.8631)
C (-3.4058, -5.6498, -2.2084)
C (-4.8621, -6.1036, -2.5907)
C (-4.8723, -7.0208, -3.8695)
O (-5.6825, -6.7871, -1.7336)
H (-3.3759, -5.1231, -1.2545)
H (-3.0179, -4.9564, -2.9546)
H (-2.7011, -6.4617, -2.3879)
H (-5.4387, -5.2005, -2.7911)
H (-4.0979, -7.7721, -3.7153)
H (-4.5453, -6.5064, -4.7731)
H (-5.6954, -7.7300, -3.9566)
H (-5.4752, -6.4194, -0.8714)
C (-0.5011, 1.6029, -8.3309)
C (-1.0132, 0.2786, -8.9194)
C (-0.0616, -0.8510, -8.6002)
O (-2.2616, 0.0216, -8.3740)
H (-1.1313, 2.3750, -8.7723)
H (0.5783, 1.6050, -8.4820)
H (-0.7647, 1.7094, -7.2786)
H (-1.1079, 0.2212, -10.0037)
H (-0.3693, -1.7948, -9.0506)
H (0.0833, -0.9771, -7.5272)
H (0.9565, -0.6808, -8.9503)
H (-2.9321, 0.6468, -8.6590)